Formula: C4H7NO2
Source: the Open Molecules 2025 dataset
Level of theory: ωB97M-V/def2-TZVPD

Values from the calculation:
Total charge   0
Total energy   -361.7654 a.u.
Highest occupied orbital energy   -0.28954 Ha
Energy relative to the best compared isomer or geometry (same formula, charge and spin)   72.4 kcal/mol

```
14
Properties=species:S:1:pos:R:3:forces:R:3:nbo_charge:R:1
C -1.326 0.517 0.930 -0.092 0.012 -0.002 -0.66
C -0.473 -0.474 0.122 0.324 0.469 0.285 0.26
C 0.857 -0.922 0.924 -0.060 -0.268 0.199 -0.11
O -1.072 -1.357 -0.597 -0.172 -0.225 -0.129 -0.81
C 0.653 0.234 -0.710 0.176 -0.026 -0.328 0.65
O 1.700 -0.135 -0.028 -0.151 0.203 -0.152 -0.45
N 0.734 0.772 -1.902 -0.051 -0.107 0.132 -0.74
H -1.908 -0.051 1.662 0.093 0.050 -0.088 0.23
H -0.737 1.281 1.456 -0.055 -0.141 -0.088 0.19
H -2.032 1.010 0.254 0.093 -0.070 0.090 0.22
H 1.075 -1.978 0.775 -0.043 0.133 0.030 0.21
H 1.053 -0.577 1.942 -0.070 -0.028 -0.154 0.18
H 1.608 0.823 -2.409 -0.107 -0.014 0.114 0.41
H -0.131 0.858 -2.420 0.112 0.012 0.089 0.43
```
Positions in Å, forces in eV/Å.